(1)
Density functional theory data (wB97M-V/def2-TZVPD) for a molecular structure, C4H6O2Sm at a distorted geometry.

The total charge is +1. The value obtained for the orbital gap (alpha / beta) is 6.25 / 7.59 eV. The calculation puts the LUMO energy (alpha / beta) at -3.5 / -4.1 eV. As for the spin multiplicity: 8.

Last column: Mulliken charge in e.
Element x y z (Å)
C 0.40007 -0.14736 -1.26012  0.22
O 0.21594 0.62180 -2.34799  -0.46
H 0.53998 -1.19686 -1.52115  0.40
H -0.17766 1.47532 -2.13122  0.33
C -1.66441 -1.11509 1.42084  -0.84
C -0.35968 -0.77463 1.14409  -0.37
C -0.02078 0.21906 0.08826  0.02
O 1.39345 0.29106 -0.28233  -0.44
Sm 3.31518 2.01685 -0.16142  0.86
H -2.42340 -0.34371 1.23220  0.26
H 0.25240 -1.69553 1.12896  0.34
H -1.00558 -0.56283 2.47605  0.28
H -0.46551 1.21191 0.21384  0.41

Forces on atoms 1 to 3 (eV/Å):
0.154 -0.649 0.122
0.070 0.100 -0.170
-0.102 0.275 0.010

(2)
Density functional theory data (wB97M-V/def2-TZVPD) for a single C4H6O3S molecule at a distorted geometry.

The total charge is 0. The value obtained for the orbital gap is 8.77 eV. The calculation puts the LUMO energy at 0.1 eV. As for the spin multiplicity: 1.

Last column: Mulliken charge in e.
Element x y z (Å)
C 0.95598 -1.87500 -1.18978  -0.87
C 0.16673 -1.00589 -0.32955  0.81
O -1.01271 -1.24769 0.01297  -0.61
O 0.62594 0.33062 -0.13766  -0.33
C 0.18213 0.96669 1.04000  -0.45
C -0.74816 2.07218 0.54067  0.39
O -1.74971 1.53854 -0.08742  -0.48
S -0.74162 3.65840 0.87206  -0.31
H 1.92681 -1.44327 -1.71843  0.26
H -0.09977 -2.17341 -1.92840  0.27
H 1.39257 -2.92236 -0.52165  0.28
H -0.11857 0.18261 1.89304  0.30
H 1.09235 1.42093 1.41433  0.29
H -1.87196 0.49765 0.13982  0.46

Forces on atoms 1 to 3 (eV/Å):
0.380 -3.517 -1.345
-3.391 3.329 1.105
3.041 0.128 -0.193

(3)
Density functional theory data (wB97M-V/def2-TZVPD) for a molecular structure, C4H6O3Sn at a distorted geometry.

The total charge is -1. The value obtained for the orbital gap (alpha / beta) is 5.33 / 5.93 eV. The calculation puts the LUMO energy (alpha / beta) at 3.6 / 3.4 eV. As for the spin multiplicity: 2.

Last column: Mulliken charge in e.
Element x y z (Å)
O -0.25359 -1.28522 -0.61631  -0.23
C 1.03001 -0.90102 -0.70749  0.18
O 1.88914 -1.76915 -0.79643  -0.52
C -1.27891 -0.21348 -0.71973  -0.07
H -1.92385 -0.55447 -1.54868  0.35
C -2.10302 -0.23659 0.55536  -1.09
H -2.48426 -1.24227 0.81617  0.27
H -1.53747 0.13515 1.42584  0.30
H -2.96927 0.43356 0.43305  0.33
Sn 0.05625 1.40774 -1.13103  -0.03
O 1.27448 0.62421 0.28074  -0.36
C 2.37352 1.32496 0.58917  -0.60
H 3.17472 1.23456 -0.16848  0.26
H 2.75225 1.04201 1.58781  0.21

Forces on atoms 1 to 3 (eV/Å):
-0.983 -0.403 1.041
0.672 -2.870 -3.094
-0.698 1.680 0.776

(4)
Density functional theory data (wB97M-V/def2-TZVPD) for a single C4H6O4 molecule at a distorted geometry.

The total charge is 0. The value obtained for the orbital gap is 10.28 eV. The calculation puts the LUMO energy at 0.6 eV. As for the spin multiplicity: 1.

Last column: Mulliken charge in e.
Element x y z (Å)
C -2.13631 -0.44715 -1.06217  -0.61
O -0.74222 -0.83950 -1.48307  -0.33
C 0.23807 -0.19342 -0.74966  0.31
O 0.37637 1.12975 -0.76367  -0.34
C 0.87047 1.69989 0.49400  -0.15
O 0.91360 0.50495 1.43597  -0.32
C 0.52530 -0.54524 0.85307  0.45
O 0.36699 -1.52581 1.48044  -0.56
H -2.90423 -1.01092 -1.48988  0.33
H -2.37754 0.58025 -1.48955  0.24
H -2.22749 -0.53059 0.22924  0.22
H 1.20147 -0.60386 -1.23551  0.21
H 2.02518 2.04984 0.35760  0.28
H -0.02053 2.27575 1.05925  0.27

Forces on atoms 1 to 3 (eV/Å):
1.969 1.993 3.129
-2.539 1.333 1.397
3.929 -4.336 0.929

(5)
Density functional theory data (wB97M-V/def2-TZVPD) for a single C4H6O4 molecule at a distorted geometry.

The total charge is 0. The value obtained for the orbital gap is 8.63 eV. The calculation puts the LUMO energy at -0.5 eV. As for the spin multiplicity: 1.

Last column: Mulliken charge in e.
Element x y z (Å)
C 0.93986 -0.09993 0.30256  -0.68
C 0.79039 -1.35008 -0.53329  -1.09
C -0.62503 0.84351 -0.06087  1.06
C 0.24287 2.10130 0.39046  0.10
O -1.46834 0.55556 1.01877  -0.24
O -2.26612 -0.60208 0.71706  -0.35
O -1.00345 0.83343 -1.22922  -0.66
O 1.08258 2.87310 0.32601  -0.22
H -2.71667 -0.33566 -0.10617  0.35
H 1.84910 0.43918 0.03865  0.42
H 0.88699 -0.27495 1.37528  0.34
H 1.71679 -1.92817 -0.48111  0.36
H -0.03337 -1.96653 -0.18268  0.31
H 0.60441 -1.08868 -1.57543  0.30

Forces on atoms 1 to 3 (eV/Å):
-1.510 0.454 -0.610
0.166 -0.025 0.036
2.526 -2.140 -0.190

(6)
Density functional theory data (wB97M-V/def2-TZVPD) for a molecular structure, C4H6O4Rb at a distorted geometry.

The total charge is -1. The value obtained for the orbital gap is 5.77 eV. The calculation puts the LUMO energy at 1.3 eV. As for the spin multiplicity: 1.

Last column: Mulliken charge in e.
Element x y z (Å)
Rb 0.53484 1.08145 -2.41198  0.95
C 4.60559 1.52699 2.51500  -0.87
C 3.77542 1.28430 1.20963  0.61
O 3.53096 2.27564 0.45724  -0.75
O 3.50101 0.11723 0.81765  -0.74
H 5.67450 1.48456 2.30583  0.21
H 4.37398 0.85265 3.33945  0.27
H 4.57538 2.50537 2.99452  0.30
C -4.96190 -1.68440 -1.30533  -0.76
C -3.56110 -1.55003 -1.95707  0.56
O -3.41774 -1.15226 -3.12832  -0.75
O -2.60290 -1.54464 -1.13011  -0.73
H -5.60433 -1.98658 -2.13243  0.26
H -5.40987 -0.73383 -1.01580  0.20
H -5.01383 -2.47644 -0.55829  0.25

Forces on atoms 1 to 3 (eV/Å):
-0.052 -0.416 0.618
-0.037 0.120 0.311
-0.067 -0.013 -2.142

In order of appearance, energy above the lowest of the compared OMol25 structures with the same formula, charge and spin = 3.7537; 2.8337; 0.0000; 4.3099; 6.6645; 2.3439 eV.